{"formula": "C5H5NO2S2", "method": "ωB97M-V/def2-TZVPD", "mol_weight_g_mol": 175.2, "spin_multiplicity": 1, "de_lowest_kj_mol": 392.8, "orbital_gap_ev": [5.7067, 5.7111], "homo_energy_ha": [-0.271, -0.271], "e_tot_ha": -1194.92518, "symbols": ["C", "C", "C", "C", "C", "N", "O", "O", "S", "S", "H", "H", "H", "H", "H"], "xyz": [[2.08044, -1.70500, 0.72145], [0.87093, -2.25926, 0.87671], [2.65562, -0.54194, 0.29296], [-0.82924, -0.11631, -0.14535], [-2.40043, 2.11217, -0.57088], [0.25328, 0.45429, -0.47167], [0.46887, 1.52040, -1.04810], [3.35676, 0.36627, 0.01997], [-0.76649, -1.71187, 0.70235], [-2.52586, 0.31102, -0.52110], [2.96007, -2.49616, 0.77461], [0.70845, -3.33153, 0.97142], [-1.65541, 2.39469, -1.32291], [-1.71780, 2.49444, 0.25878], [-3.45920, 2.50877, -0.53824]], "forces_ev_per_angstrom": [[4.6, -1.7, -0.5], [-4.5, 0.3, -0.8], [0.4, 3.7, -0.9], [-1.8, -1.1, 0.4], [1.3, 0.8, 1.4], [3.0, -1.6, 1.6], [-0.5, 1.3, -1.1], [-2.4, -3.4, 0.9], [1.7, 0.7, -0.6], [0.3, -0.1, 0.0], [-1.6, 1.6, 0.1], [0.9, 0.1, 0.6], [-1.2, 0.0, -0.9], [-1.7, -0.6, -0.1], [1.6, -0.1, -0.3]]}

***

{"formula": "C4H9NO3", "method": "ωB97M-V/def2-TZVPD", "mol_weight_g_mol": 119.1, "spin_multiplicity": 1, "de_lowest_kj_mol": 591.9, "orbital_gap_ev": 8.8787, "homo_energy_ha": -0.317, "e_tot_ha": -438.10363, "symbols": ["C", "C", "C", "C", "O", "O", "N", "O", "H", "H", "H", "H", "H", "H", "H", "H", "H"], "xyz": [[1.07576, -0.68334, -0.75657], [0.04021, -1.30996, 0.01184], [-0.92547, 0.36124, 1.03517], [-1.75548, 1.18858, 0.09261], [2.37090, -1.14329, -0.67513], [0.69839, -0.35606, -2.04092], [0.99704, 0.69177, 0.21632], [1.86270, 0.72046, 1.06393], [2.72019, -0.84514, 0.19238], [1.41348, 0.16453, -2.43164], [0.35413, -1.90614, 0.85795], [-0.89599, -1.55239, -0.46971], [-1.48168, -0.47581, 1.45290], [-0.53236, 0.91895, 1.88141], [-2.03232, 0.63280, -0.80512], [-2.68236, 1.50145, 0.58713], [-1.22716, 2.09235, -0.21253]], "forces_ev_per_angstrom": [[0.5, 1.0, 0.3], [-1.0, 1.3, 0.9], [-0.4, -1.4, -0.3], [0.0, 0.1, 0.0], [-0.2, 0.0, 0.2], [0.2, 0.0, 0.5], [1.2, -0.4, 0.0], [-0.6, -0.2, -1.0], [-0.1, 0.1, -0.3], [0.0, -0.1, 0.0], [0.0, -0.1, -0.1], [0.1, -0.1, 0.0], [-0.2, 0.1, 0.0], [0.4, -0.1, -0.2], [0.0, 0.0, 0.0], [0.0, -0.1, 0.0], [0.0, -0.1, 0.0]]}

***

{"formula": "C28H49ClN4Tc", "method": "ωB97M-V/def2-TZVPD", "mol_weight_g_mol": 575.2, "spin_multiplicity": 4, "s2": 3.782, "orbital_gap_ev": [1.3727, 4.4479], "homo_energy_ha": [0.099, -0.015], "total_charge": -2, "e_tot_ha": -1856.08614, "symbols": ["Tc", "Cl", "C", "C", "N", "H", "N", "H", "C", "C", "C", "H", "H", "H", "H", "H", "H", "C", "H", "H", "H", "C", "C", "H", "H", "C", "H", "C", "H", "H", "H", "H", "H", "C", "H", "C", "N", "H", "N", "H", "C", "C", "C", "H", "H", "H", "H", "H", "H", "C", "H", "H", "H", "C", "C", "H", "H", "C", "H", "C", "H", "H", "H", "H", "H", "C", "H", "C", "C", "C", "C", "C", "C", "C", "H", "H", "H", "H", "H", "H", "H", "H", "H"], "xyz": [[0.50916, 0.46119, -0.05344], [-1.10006, 1.33419, -1.41758], [-0.29315, -3.07916, 2.04146], [0.45760, -1.41154, 0.74393], [-0.51966, -2.37623, 0.89773], [1.33178, -2.91749, 3.50956], [1.31555, -1.61176, 1.79771], [-0.93348, -3.86969, 2.39330], [-1.71509, -2.50700, 0.05334], [-2.38895, -3.84895, 0.31126], [-2.69891, -1.40187, 0.40246], [-2.79706, -3.91598, 1.32687], [-3.24133, -3.95365, -0.37161], [-1.72376, -4.70244, 0.12661], [-2.17233, -2.57164, -2.02998], [-0.50995, -3.10239, -1.64903], [-2.29484, -0.41713, 0.13716], [-1.29267, -2.37737, -1.39999], [-2.94188, -1.41699, 1.47284], [-3.61600, -1.55905, -0.18186], [-0.94673, -1.36309, -1.63538], [0.84483, -2.61098, 2.59676], [2.10501, -0.01476, 3.46544], [2.06142, -0.68508, 4.33483], [2.88954, 0.73049, 3.64680], [2.44788, -0.77822, 2.18901], [3.60180, 0.77614, 1.41049], [3.64248, -1.67445, 2.51035], [3.89825, -2.32445, 1.66479], [1.14753, 0.51099, 3.37005], [1.96032, 1.00095, 0.88130], [3.45272, -2.30334, 3.38703], [4.50856, -1.04386, 2.74171], [2.76396, 0.16978, 1.06052], [3.12595, -0.32983, 0.16108], [0.63633, 6.85983, -4.84925], [0.25610, 5.68739, -4.21483], [2.51923, 7.96517, -4.69297], [2.23026, 6.14368, -3.52536], [0.02998, 7.38701, -5.56114], [-0.95588, 4.91480, -4.51241], [-1.92324, 5.77426, -5.29357], [-0.56070, 3.66888, -5.29565], [-1.52278, 6.05472, -6.27138], [-2.84045, 5.20379, -5.47481], [-2.19974, 6.67533, -4.73498], [-2.45083, 3.87753, -3.39794], [-1.84119, 5.33841, -2.58939], [0.13075, 3.04812, -4.71316], [-1.55227, 4.47281, -3.19320], [-0.10936, 3.92800, -6.25987], [-1.46677, 3.08433, -5.49712], [-0.84581, 3.85394, -2.63649], [1.88185, 7.14673, -4.41307], [4.23895, 4.77834, -3.61290], [4.41315, 4.96817, -4.67784], [5.21465, 4.61950, -3.13761], [3.56317, 5.96289, -2.93559], [4.35116, 5.40066, -1.03621], [4.37334, 7.23075, -3.10539], [3.88513, 8.08490, -2.62118], [3.63833, 3.86933, -3.48789], [2.72262, 4.74470, -1.37189], [4.55831, 7.45672, -4.15999], [5.35190, 7.09561, -2.63039], [3.36988, 5.61932, -1.47422], [2.93644, 6.46480, -0.93136], [1.22837, 5.24731, -3.38778], [-2.86463, 0.46807, 3.78410], [-1.77445, 1.53429, 3.71263], [-2.31642, 2.90668, 3.31330], [-1.02451, 1.60642, 5.04370], [-0.85707, 1.17446, 2.65233], [-0.38899, 0.96966, 1.49681], [-3.57863, 0.68286, 4.58962], [-2.41604, -0.51828, 3.97733], [-3.42160, 0.41921, 2.83833], [-3.01100, 3.31230, 4.05250], [-1.47836, 3.60824, 3.20239], [-2.83650, 2.82810, 2.35004], [-0.61449, 0.62296, 5.30683], [-0.19909, 2.32757, 4.98468], [-1.69497, 1.92240, 5.85204]], "forces_ev_per_angstrom": [[0.5, -0.6, -1.8], [-0.8, 0.6, -1.3], [0.3, -0.7, 1.1], [0.1, 0.3, -0.4], [0.6, 0.5, -0.3], [-0.1, 0.0, -0.1], [-0.4, -0.7, 0.1], [0.1, 0.0, 0.0], [0.2, 0.3, 0.1], [-0.2, -0.4, -0.2], [-0.3, 0.3, -0.1], [0.1, 0.0, -0.1], [0.2, 0.1, 0.1], [0.0, 0.2, 0.1], [0.2, 0.0, 0.0], [-0.1, 0.1, 0.0], [-0.1, -0.2, 0.2], [-0.3, -0.1, -0.5], [0.1, 0.0, -0.2], [0.0, 0.1, 0.1], [0.0, -0.3, 0.2], [-0.4, -0.9, 0.7], [0.0, 0.5, 0.3], [0.0, 0.0, -0.2], [0.0, -0.1, 0.1], [-0.3, -0.3, 0.2], [0.1, 0.2, 0.0], [0.4, -0.2, -0.3], [0.0, 0.1, 0.1], [0.2, -0.1, -0.1], [0.6, -0.1, 0.6], [0.0, 0.1, -0.1], [-0.1, -0.1, 0.0], [0.7, 0.7, -0.4], [-0.1, -0.1, 0.0], [0.3, 0.2, -0.1], [0.5, 0.6, -0.1], [0.0, 0.0, 0.1], [-0.7, 0.4, -0.6], [0.0, 0.0, 0.1], [0.4, -0.2, 0.5], [-0.5, 0.0, -0.2], [-0.2, -0.3, -0.3], [0.0, 0.1, 0.1], [0.1, 0.0, 0.1], [0.1, -0.1, -0.1], [0.1, 0.0, 0.1], [0.1, -0.1, 0.0], [-0.1, 0.2, -0.1], [-0.5, -0.2, 0.2], [0.1, 0.0, 0.1], [0.1, 0.0, 0.0], [-0.2, 0.1, 0.0], [-0.2, 0.1, -0.4], [0.5, -0.1, -0.2], [-0.1, 0.0, 0.1], [-0.1, 0.0, -0.1], [-0.3, -0.3, 0.1], [-0.1, 0.0, 0.0], [0.4, 0.0, 0.1], [0.0, 0.0, -0.2], [0.0, 0.2, -0.1], [0.0, 0.2, 0.0], [0.0, 0.1, 0.1], [-0.1, 0.0, -0.1], [0.3, 0.0, 0.6], [-0.1, -0.1, 0.0], [0.2, -0.9, 0.3], [-0.5, -0.1, 0.2], [0.3, 0.1, -0.1], [-0.3, 0.3, 0.1], [-0.1, 0.1, 0.4], [1.1, -0.7, -3.1], [-1.3, 0.8, 4.3], [-0.1, 0.0, 0.0], [-0.1, 0.3, -0.1], [0.2, 0.0, 0.2], [-0.2, 0.1, 0.2], [-0.2, -0.2, 0.0], [0.2, 0.1, 0.2], [0.0, 0.2, -0.1], [-0.1, -0.2, 0.0], [0.0, 0.0, 0.0]]}

***

Q: Which formula does entry 3 have?
A: C28H49ClN4Tc